No. 1
Density functional theory data (wB97M-V/def2-TZVPD) for a structure of composition C15H12I2N2O3Tc.

Positions of all 35 atoms, in Å:
Tc  0.006004  -0.623835  -1.009711
C  -4.007171  -2.099642  -0.484854
O  -3.685849  -3.005847  0.580191
C  -2.605824  -2.869235  1.345165
C  -2.652711  -3.606987  2.549859
C  -1.633186  -3.591219  3.486835
C  -0.516378  -2.826156  3.248338
C  -0.401151  -2.099747  2.037465
C  0.755114  -1.326774  1.883406
N  1.037079  -0.606264  0.799110
N  2.103561  0.170521  0.890240
C  2.251650  0.889524  -0.243561
O  1.344865  0.755737  -1.185064
C  3.350396  1.771964  -0.397945
C  4.307929  1.891161  0.637411
C  5.370691  2.747810  0.479067
C  5.492817  3.485866  -0.697988
C  4.552239  3.375014  -1.728446
C  3.484652  2.525711  -1.585331
C  -1.455551  -2.139989  1.079374
O  -1.333532  -1.465929  -0.096319
H  -5.027881  -2.343804  -0.758186
H  -3.351980  -2.256979  -1.339840
H  -3.955404  -1.067963  -0.138973
H  -3.551246  -4.188023  2.717797
H  -1.728446  -4.163377  4.398306
H  0.286288  -2.768903  3.971705
H  1.476421  -1.267577  2.691880
H  4.194512  1.309938  1.540920
H  6.109174  2.850218  1.261421
H  6.331939  4.158935  -0.818067
H  4.670356  3.958333  -2.630551
H  2.746411  2.426915  -2.368668
I  -0.950756  -0.471310  -3.529549
I  -2.283936  1.941622  -3.511117

Force components x, y, z for each atom (eV/Å):
0.0 0.1 0.0
0.0 0.0 0.0
0.0 0.0 0.0
0.0 0.0 0.0
0.0 0.0 0.0
0.0 0.0 0.0
0.0 0.0 0.0
0.0 0.0 0.0
0.0 0.0 0.0
0.0 0.0 0.0
0.0 0.0 0.0
0.0 0.0 0.0
0.0 0.0 0.0
0.0 0.0 0.0
0.0 0.0 0.0
0.0 0.0 0.0
0.0 0.0 0.0
0.0 0.0 0.0
0.0 0.0 0.0
0.0 0.0 0.0
0.0 0.0 0.0
0.0 0.0 0.0
0.0 0.0 0.0
0.0 0.0 0.0
0.0 0.0 0.0
0.0 0.0 0.0
0.0 0.0 0.0
0.0 0.0 0.0
0.0 0.0 0.0
0.0 0.0 0.0
0.0 0.0 0.0
0.0 0.0 0.0
0.0 0.0 0.0
-0.4 0.7 -0.1
0.4 -0.8 0.0

Computed properties:
- HOMO (spin up / spin down): -0.5470 / -0.5479 Ha
- ⟨S²⟩: 3.8350
- Kohn-Sham gap (spin up / spin down): 6.22 / 5.09 eV
- Total charge: +2
- Calculated total energy: -43253.92844 eV
- 2S+1: 4

Atomic partial charges in e from the Löwdin method, atoms 1 to 8: 1.22 -0.02 -0.02 -0.20 0.11 -0.01 0.03 -0.12

***

No. 2
Density functional theory data (wB97M-V/def2-TZVPD) for a structure of composition C61H50BrCaN2O2P3SSi.

Positions of all 122 atoms, in Å:
Ca  0.508921  -0.081916  0.337605
C  1.159106  4.496073  -5.283208
C  1.365198  4.748519  -3.924821
C  1.413299  3.703662  -2.999863
C  1.409366  2.362926  -3.421093
C  1.137096  2.125392  -4.793828
C  1.054758  3.166966  -5.707480
P  2.011346  1.048304  -2.260288
C  3.846043  1.448969  -1.960353
C  4.427663  0.395503  -1.253698
C  5.506461  0.519234  -0.519931
C  5.570077  1.879617  0.106258
C  5.327469  3.013023  -0.687933
C  4.439419  2.856847  -1.750734
C  2.231840  -0.322994  -3.451909
C  3.539360  -0.391525  -3.919036
C  3.986747  -1.412594  -4.744009
C  3.196768  -2.534270  -4.965404
C  1.914191  -2.535858  -4.384385
C  1.424762  -1.521933  -3.488067
Si  -0.138108  -1.498231  -2.464518
C  -0.718890  -2.854495  -1.296904
C  -0.499719  -4.035161  -2.072288
C  -0.744378  -5.331411  -1.649765
C  -1.336702  -5.506533  -0.393359
C  -1.696036  -4.394608  0.340163
C  -1.317421  -3.073382  -0.008002
P  -1.584112  -2.018421  1.423035
C  -1.223404  -2.406375  3.100899
C  -0.478703  -1.481222  3.860733
C  0.136000  -1.546334  5.040519
C  -0.076416  -2.922213  5.620046
C  -0.932824  -3.844191  4.964306
C  -1.745207  -3.471349  3.890894
C  -3.370796  -1.822741  1.445282
C  -3.970579  -1.478002  2.655185
C  -5.355362  -1.546470  2.789474
C  -6.143964  -1.840988  1.684398
C  -5.537801  -2.093141  0.450090
C  -4.147365  -2.082654  0.321378
C  -1.589814  -0.341364  -2.746820
C  -2.278522  -1.053702  -3.758817
C  -3.660308  -0.937192  -3.990863
C  -4.356639  0.011198  -3.275478
C  -3.721981  0.758590  -2.280947
C  -2.326723  0.698589  -2.005167
P  -1.555762  1.954510  -0.844472
C  -1.846289  1.953839  1.206380
C  -0.771256  1.689375  2.214753
C  -0.861156  2.957020  2.923640
C  -1.760038  2.723622  3.943280
C  -2.904371  1.993567  3.513177
C  -3.096421  2.009824  2.108708
C  -2.491509  3.516192  -0.996879
C  -2.063766  4.528864  -1.761521
C  -2.793606  5.754558  -1.863733
C  -3.980193  5.876242  -1.208450
C  -4.578429  4.741036  -0.735268
C  -3.805537  3.586943  -0.592694
H  1.090410  5.323918  -6.023643
H  1.483994  5.767416  -3.569401
H  1.495477  3.929817  -1.938514
H  1.039197  1.096643  -5.125517
H  0.964873  2.939435  -6.772695
H  3.532810  -0.023548  0.905540
H  6.567383  -0.080224  -0.614132
H  5.811347  2.137742  1.155808
H  5.701598  3.992669  -0.343897
H  4.214339  3.693531  -2.430838
H  4.211233  0.427780  -3.629228
H  4.969415  -1.317621  -5.199215
H  3.535671  -3.366342  -5.578696
H  1.284176  -3.404084  -4.595088
H  -0.036916  -3.898868  -3.053807
H  -0.491495  -6.167869  -2.316341
H  -1.476213  -6.523645  -0.012932
H  -2.281592  -4.483133  1.252918
H  -1.583731  -0.396463  0.951380
H  0.081678  -0.655472  5.625302
H  0.293297  -3.361537  6.551692
H  -0.997612  -4.875848  5.350207
H  -2.704863  -3.956339  3.674042
H  -3.345742  -1.124066  3.478705
H  -5.819109  -1.344721  3.762745
H  -7.217953  -1.831811  1.768070
H  -6.144274  -2.273701  -0.446052
H  -3.665641  -2.199866  -0.659218
H  -1.740673  -1.736803  -4.445402
H  -4.104964  -1.570116  -4.742886
H  -5.407789  0.201735  -3.455705
H  -4.327820  1.398315  -1.629138
H  -1.010203  3.341959  1.245565
H  -0.222295  3.791038  2.611433
H  -1.697107  3.055436  4.961493
H  -3.696919  1.551425  4.133004
H  -4.103228  1.898873  1.698073
H  -1.224541  4.347939  -2.445153
H  -2.295524  6.571057  -2.376946
H  -4.443745  6.857403  -1.061241
H  -5.600083  4.591654  -0.419143
H  -4.343343  2.661221  -0.400190
C  4.764692  -2.027716  5.281692
C  4.447774  -0.836563  4.381588
C  3.878658  0.443006  4.952180
C  3.245420  1.349773  4.127022
C  3.090252  1.138497  2.567875
Br  1.949076  2.806308  1.066354
N  3.575741  -0.011787  2.113495
C  3.939765  -1.086102  3.183756
H  5.759958  -2.125899  5.721374
H  4.416398  -2.964544  4.800437
H  4.091369  -1.960269  6.176412
H  3.875881  0.433989  6.038398
H  2.888593  2.233140  4.703850
H  3.948199  -2.080974  2.807237
O  3.571800  -2.724023  -0.844839
H  3.877000  -3.661970  -0.731130
H  4.423058  -2.158257  -0.780075
S  1.641736  -2.976581  1.127558
C  1.197955  -4.329617  2.020670
N  0.887123  -5.308799  2.628158
O  0.090248  0.725724  2.338806

Force components x, y, z for each atom (eV/Å):
2.5 0.4 -0.8
0.2 0.1 -0.2
-0.5 -0.1 -0.2
0.3 -0.2 -0.1
-0.1 0.4 -0.7
0.4 -0.1 0.8
-0.2 0.3 -0.1
0.5 0.4 0.1
-0.5 2.7 2.6
-1.6 0.3 -2.9
4.4 2.5 2.4
1.7 -0.6 0.1
-1.6 -1.2 0.0
-0.9 -2.0 -1.3
0.4 -1.7 1.3
0.1 0.3 -1.4
0.3 -0.3 0.0
-1.1 0.8 0.4
-0.3 -0.4 0.7
0.8 0.7 -1.9
0.3 1.7 3.2
-0.1 -0.9 -1.2
0.3 -0.4 0.3
0.2 0.4 0.1
-0.1 -0.6 -0.3
0.2 0.5 0.3
0.2 -0.6 -1.1
-1.0 2.7 -1.7
1.2 0.7 2.8
-0.2 0.0 -3.3
-2.6 -3.1 1.5
-0.4 -0.4 -0.8
0.5 1.0 1.4
0.2 0.2 -1.8
-0.7 -0.3 0.2
-0.4 0.0 0.2
0.0 0.4 0.2
0.5 -0.1 -0.4
-0.1 0.2 -0.4
-0.4 0.2 -0.1
-0.8 0.4 -0.3
-0.9 0.6 -0.5
1.1 0.2 -0.2
-0.2 0.3 0.9
0.4 0.3 0.2
-0.9 -1.4 -0.4
1.3 -1.0 1.1
-1.3 1.2 0.5
4.0 -2.8 -2.4
1.9 0.0 1.9
-0.8 0.0 0.0
-0.5 0.1 -2.0
0.9 -1.5 -0.5
-1.0 -2.0 -0.2
0.8 2.2 -2.2
2.0 -1.0 0.1
-0.7 1.7 0.0
0.3 -2.2 1.1
-1.9 0.1 -0.2
0.2 -0.7 0.7
-0.1 0.0 0.0
0.3 -0.1 0.0
0.2 0.1 -0.1
-0.2 0.1 0.3
0.8 -1.0 4.1
-2.9 0.5 0.9
0.5 -0.8 -0.5
-0.5 -0.5 -0.2
0.1 -0.5 0.2
-0.4 -0.6 -0.8
0.0 -0.2 0.2
-0.2 0.2 0.1
0.1 0.2 0.2
-0.3 -0.2 0.2
-0.1 0.3 0.5
-0.3 0.5 0.0
0.3 -0.4 0.1
0.4 -2.9 0.8
0.9 0.5 0.7
0.9 0.5 -0.3
-0.3 0.7 0.1
0.4 -0.2 0.0
-0.2 -0.5 -0.1
0.2 0.0 -0.4
-0.2 -0.1 0.0
0.2 0.1 0.4
-0.3 -0.3 0.5
-0.1 0.3 0.7
-0.3 0.0 -0.1
-0.1 -0.2 0.1
0.2 -0.2 -0.8
-1.7 -1.5 -0.2
0.8 -0.7 1.4
-0.1 0.8 0.1
0.4 0.7 0.0
0.5 -0.3 0.0
0.2 0.4 0.7
-0.3 0.0 0.0
-0.1 -0.3 -0.5
-0.2 0.8 0.0
0.2 0.3 0.8
-1.6 0.0 0.8
-2.5 1.4 1.5
0.7 -0.8 -1.8
0.5 -1.6 0.0
2.3 -0.4 3.4
-1.9 1.8 -2.1
-1.1 -0.5 1.4
1.2 0.7 -5.0
0.2 0.2 -0.6
0.7 0.4 0.1
0.4 0.1 -0.6
0.2 0.8 0.1
-0.3 -0.5 -1.3
-0.1 -0.6 -0.6
2.9 0.1 -0.2
-0.5 1.3 0.0
-2.1 -1.0 -0.4
-0.1 -0.3 0.5
-1.2 -1.9 1.6
0.9 2.5 -1.7
-4.2 4.2 0.3

Computed properties:
- HOMO (spin up / spin down): -0.0088 / -0.0087 Ha
- Kohn-Sham gap (spin up / spin down): 3.69 / 3.68 eV
- Relative energy (zero: lowest compared OMol25 entry of this formula, charge and spin): 235.99 kcal per mole
- Total charge: -2
- Calculated total energy: -206180.27971 eV
- 2S+1: 1

Atomic partial charges in e from the Löwdin method, atoms 1 to 8: 0.87 -0.12 -0.11 -0.14 -0.33 -0.09 -0.11 1.00

***

No. 3
Density functional theory data (wB97M-V/def2-TZVPD) for a structure of composition C2H4LiLuO.

Positions of all 9 atoms, in Å:
O  0.972257  -0.761941  0.201433
Li  1.492549  -2.552109  -0.392476
C  -0.280961  -0.337569  0.383030
C  -0.784358  0.831054  -0.173237
H  -0.883972  -0.894981  1.114881
H  -0.081509  1.503183  -0.679928
H  -2.075835  0.884585  -1.375884
Lu  3.180635  -0.041331  0.508324
H  -1.538808  1.369107  0.413856

Force components x, y, z for each atom (eV/Å):
3.4 -0.6 -0.4
-0.5 0.4 0.1
-1.6 0.9 0.5
-0.9 0.8 -0.3
0.3 0.1 -0.4
-0.3 -0.3 0.0
1.3 -0.4 0.8
-2.1 -0.3 -0.2
0.3 -0.4 -0.2

Computed properties:
- HOMO (spin up / spin down): -0.3812 / -0.4290 Ha
- ⟨S²⟩: 0.8000
- Kohn-Sham gap (spin up / spin down): 5.69 / 6.98 eV
- Relative energy (zero: lowest compared OMol25 entry of this formula, charge and spin): 51.30 kcal per mole
- Total charge: +1
- Calculated total energy: -38000.35161 eV
- 2S+1: 2

Atomic partial charges in e from the Löwdin method, atoms 1 to 8: -0.75 0.61 -0.41 -0.15 0.11 0.05 0.17 1.33